Record 1
{"formula": "C38H24F2HfN2O4P", "method": "the ωB97M-V functional and the def2-TZVPD basis", "fmax_ev_per_a": 0.816, "total_energy_ev": -66995.7229, "orbital_gap_ha": 0.299, "de_lowest_kj_mol": 39.0, "total_charge": 1, "elements": ["Hf", "F", "C", "C", "C", "C", "C", "F", "C", "C", "C", "C", "C", "C", "N", "H", "H", "H", "H", "H", "H", "O", "C", "O", "C", "C", "C", "C", "C", "C", "P", "C", "C", "C", "C", "C", "C", "C", "C", "C", "C", "C", "C", "H", "H", "H", "H", "H", "H", "H", "H", "H", "H", "H", "H", "H", "H", "O", "C", "N", "C", "O", "C", "C", "C", "C", "C", "C", "H", "H", "H", "H"], "positions_angstrom": [[1.2075, -0.3373, -0.9137], [-3.0694, -3.9020, -0.3370], [-1.7710, -3.7360, -0.6261], [-1.2911, -2.4557, -0.8382], [0.0512, -2.2537, -1.1360], [0.9091, -3.3780, -1.2162], [0.3697, -4.6423, -0.9788], [1.1379, -5.7447, -1.0230], [-0.9647, -4.8520, -0.6860], [2.3446, -3.1518, -1.5178], [3.3198, -4.1356, -1.6867], [4.6213, -3.7695, -1.9619], [4.9642, -2.4283, -2.0726], [3.9697, -1.4954, -1.8986], [2.6985, -1.8470, -1.6343], [-2.0021, -1.6422, -0.7590], [-1.3446, -5.8472, -0.5113], [3.0543, -5.1741, -1.6009], [5.3747, -4.5341, -2.0923], [5.9728, -2.1107, -2.2897], [4.1670, -0.4319, -1.9750], [0.8059, 0.7945, -2.6536], [1.4716, 1.7634, -2.1013], [2.5646, 1.4577, -1.5707], [0.7140, 2.9972, -1.7798], [1.2381, 4.2522, -2.0450], [0.5231, 5.3806, -1.6690], [-0.6788, 5.2377, -0.9967], [-1.1752, 3.9762, -0.6932], [-0.5003, 2.8284, -1.0926], [-1.1871, 1.1463, -0.7021], [-2.0056, 1.2867, 0.9058], [-1.4355, 2.0265, 1.9421], [-2.0177, 2.0250, 3.1996], [-3.1656, 1.2813, 3.4360], [-3.7350, 0.5425, 2.4105], [-3.1599, 0.5440, 1.1491], [-2.5149, 0.9419, -1.9168], [-2.3795, 0.0611, -2.9814], [-3.3967, -0.0623, -3.9188], [-4.5487, 0.6948, -3.7976], [-4.6931, 1.5810, -2.7348], [-3.6834, 1.6998, -1.7975], [2.1925, 4.3418, -2.5442], [0.9104, 6.3646, -1.8907], [-1.2355, 6.1142, -0.6936], [-2.0959, 3.8981, -0.1311], [-0.5384, 2.6062, 1.7679], [-1.5770, 2.6125, 3.9939], [-3.6229, 1.2866, 4.4161], [-4.6349, -0.0301, 2.5854], [-3.6266, -0.0218, 0.3529], [-1.4832, -0.5371, -3.0904], [-3.2826, -0.7550, -4.7411], [-5.3426, 0.5923, -4.5246], [-5.5912, 2.1736, -2.6338], [-3.8184, 2.3755, -0.9633], [1.3208, 1.1220, 0.8865], [1.6896, 0.1881, 1.6455], [1.8494, -1.0230, 1.0852], [2.2570, -1.9380, 2.0899], [2.5008, -3.0965, 1.9161], [2.3165, -1.1455, 3.3705], [2.6372, -1.5377, 4.6523], [2.6005, -0.5545, 5.6379], [2.2544, 0.7646, 5.3472], [1.9315, 1.1534, 4.0511], [1.9732, 0.1681, 3.0849], [2.9024, -2.5596, 4.8788], [2.8466, -0.8136, 6.6579], [2.2406, 1.4917, 6.1459], [1.6659, 2.1722, 3.8097]], "lowdin_charge": [1.761, 0.086, -0.258, -0.057, -0.196, -0.138, -0.200, 0.080, 0.094, -0.181, 0.030, -0.013, -0.030, -0.094, -0.034, 0.077, 0.142, 0.115, 0.123, 0.117, 0.112, -0.138, -0.597, -0.009, -0.146, 0.005, -0.044, -0.046, -0.068, -0.245, 1.083, -0.361, -0.103, -0.067, -0.066, -0.061, -0.090, -0.357, -0.092, -0.059, -0.061, -0.059, -0.090, 0.129, 0.115, 0.115, 0.108, 0.101, 0.108, 0.111, 0.112, 0.106, 0.091, 0.112, 0.111, 0.111, 0.106, -0.072, -0.414, 0.030, -0.366, 0.148, -0.076, 0.022, -0.037, -0.044, 0.016, -0.089, 0.128, 0.114, 0.112, 0.123]}



Record 2
{"formula": "C4H8O2", "method": "the ωB97M-V functional and the def2-TZVPD basis", "smiles": "C[C@H](C=O)CO", "fmax_ev_per_a": 0.404, "total_energy_ev": -8372.0036, "orbital_gap_ha": 0.390, "de_lowest_kj_mol": 123.3, "total_charge": 0, "elements": ["C", "C", "C", "O", "C", "O", "H", "H", "H", "H", "H", "H", "H", "H"], "positions_angstrom": [[-1.0928, -0.9610, 0.5111], [-0.1910, 0.2194, 0.1706], [-0.8593, 1.1929, -0.7766], [-2.0276, 1.1627, -1.0735], [1.2100, -0.1789, -0.3543], [2.2675, 0.5002, 0.2949], [-2.0522, -0.6133, 0.8982], [-0.6243, -1.5957, 1.2705], [-1.2967, -1.5730, -0.3716], [-0.0199, 0.8077, 1.0852], [-0.1846, 1.9742, -1.1927], [1.3336, -1.2689, -0.2718], [1.3176, 0.0651, -1.4201], [2.2196, 0.2685, 1.2301]], "nbo_charge": [-0.607, -0.369, 0.451, -0.518, -0.055, -0.707, 0.230, 0.207, 0.215, 0.228, 0.111, 0.169, 0.183, 0.462]}



Record 3
{"formula": "C16H23N3O2", "method": "the ωB97M-V functional and the def2-TZVPD basis", "smiles": "C[C@@H](NC(=O)CN1CCC(C(N)=O)CC1)c1ccccc1", "fmax_ev_per_a": 0.564, "total_energy_ev": -25532.1042, "orbital_gap_ha": 0.337, "de_lowest_kj_mol": 9.3, "total_charge": 0, "elements": ["C", "C", "N", "C", "O", "C", "N", "C", "C", "C", "C", "N", "O", "C", "C", "C", "C", "C", "C", "C", "C", "H", "H", "H", "H", "H", "H", "H", "H", "H", "H", "H", "H", "H", "H", "H", "H", "H", "H", "H", "H", "H", "H", "H"], "positions_angstrom": [[1.4135, 0.2961, 2.2360], [1.8223, -0.6692, 1.1207], [0.6806, -0.9695, 0.2835], [0.2253, -2.2102, 0.0650], [0.7023, -3.2195, 0.5463], [-0.9635, -2.2390, -0.9018], [-1.7952, -1.0725, -0.7292], [-2.6260, -1.1630, 0.4556], [-3.6490, -0.0230, 0.4890], [-3.0921, 1.2060, -0.2386], [-1.8022, 1.6736, 0.4309], [-1.9732, 2.1207, 1.6946], [-0.7116, 1.6748, -0.0977], [-2.8569, 0.8579, -1.7152], [-2.5536, -0.6381, -1.8812], [2.9432, -0.0767, 0.2961], [4.2204, -0.6167, 0.3505], [5.2491, -0.0671, -0.3951], [5.0086, 1.0277, -1.2067], [3.7356, 1.5697, -1.2682], [2.7077, 1.0233, -0.5207], [2.2714, 0.5295, 2.8615], [1.0371, 1.2160, 1.7954], [0.6364, -0.1503, 2.8530], [2.1455, -1.6240, 1.5501], [0.1815, -0.1925, -0.1342], [-1.5057, -3.1889, -0.7594], [-0.5452, -2.2369, -1.9122], [-3.1569, -2.1325, 0.5029], [-1.9653, -1.1093, 1.3271], [-3.9081, 0.2060, 1.5238], [-4.5671, -0.3269, -0.0175], [-3.8101, 2.0301, -0.1620], [-2.8717, 2.1439, 2.1407], [-1.1708, 2.4324, 2.2166], [-2.0034, 1.4370, -2.0691], [-3.7292, 1.1253, -2.3122], [-3.4887, -1.2126, -2.0028], [-1.9549, -0.7899, -2.7805], [4.4094, -1.4759, 0.9781], [6.2391, -0.4971, -0.3450], [5.8100, 1.4558, -1.7914], [3.5430, 2.4232, -1.9022], [1.7185, 1.4526, -0.5750]], "nbo_charge": [-0.607, -0.097, -0.640, 0.672, -0.640, -0.298, -0.459, -0.224, -0.404, -0.312, 0.705, -0.821, -0.650, -0.405, -0.212, 0.072, -0.239, -0.206, -0.225, -0.193, -0.255, 0.214, 0.209, 0.208, 0.235, 0.443, 0.192, 0.221, 0.177, 0.204, 0.210, 0.212, 0.228, 0.394, 0.407, 0.235, 0.208, 0.159, 0.211, 0.212, 0.211, 0.210, 0.209, 0.229]}



Record 4
{"formula": "C3H2IN3", "method": "the ωB97M-V functional and the def2-TZVPD basis", "smiles": "IC1=[NH+]C=[N+]=C=N1", "fmax_ev_per_a": 3.720, "total_energy_ev": -15690.0489, "orbital_gap_ha": 0.287, "de_lowest_kj_mol": 172.1, "total_charge": 2, "elements": ["I", "C", "N", "C", "N", "C", "N", "H", "H"], "positions_angstrom": [[2.9978, -1.0404, 0.0007], [1.2637, -0.0213, -0.0023], [-0.2059, -0.7795, 0.0036], [-1.2890, -0.0660, -0.0020], [-1.2717, 1.3064, 0.0185], [-0.0913, 1.6571, 0.0020], [1.0858, 1.2797, -0.0194], [-0.1924, -1.8121, 0.0162], [-2.2970, -0.5238, -0.0172]], "nbo_charge": [0.790, 0.257, -0.479, 0.413, -0.337, 0.946, -0.416, 0.507, 0.320]}



Record 5
{"formula": "C20H21FN4O2S2", "method": "the ωB97M-V functional and the def2-TZVPD basis", "smiles": "O=C(CCCN1C(=O)/C(=C/c2ccc(F)cc2)SC1=S)NCCCn1ccnc1", "fmax_ev_per_a": 1.075, "total_energy_ev": -55525.6839, "orbital_gap_ha": 0.275, "total_charge": 0, "elements": ["O", "C", "C", "C", "C", "N", "C", "O", "C", "C", "C", "C", "C", "C", "F", "C", "C", "S", "C", "S", "N", "C", "C", "C", "N", "C", "C", "N", "C", "H", "H", "H", "H", "H", "H", "H", "H", "H", "H", "H", "H", "H", "H", "H", "H", "H", "H", "H", "H", "H"], "positions_angstrom": [[-2.3829, -1.2786, 1.2606], [-2.3365, -1.9108, 0.2242], [-3.5731, -2.3049, -0.5705], [-4.7036, -1.2931, -0.3822], [-4.4541, -0.0023, -1.1644], [-3.2392, 0.6535, -0.7269], [-2.0515, 0.4440, -1.3884], [-1.9523, -0.2000, -2.4116], [-0.9423, 1.1107, -0.6875], [0.3067, 1.0682, -1.1982], [1.5364, 1.6252, -0.6991], [2.6571, 1.6169, -1.5415], [3.8605, 2.1499, -1.1323], [3.9539, 2.6808, 0.1437], [5.1253, 3.1970, 0.5545], [2.8727, 2.6914, 1.0096], [1.6689, 2.1693, 0.5839], [-1.5413, 1.8811, 0.7593], [-3.1925, 1.3833, 0.4190], [-4.4722, 1.7909, 1.3357], [-1.1694, -2.3354, -0.3092], [0.1034, -2.0832, 0.3231], [0.7081, -3.3605, 0.9108], [2.0201, -3.0727, 1.6474], [3.0328, -2.5730, 0.7576], [3.4088, -1.2703, 0.5847], [4.3579, -1.2784, -0.3963], [4.5649, -2.5478, -0.8312], [3.7616, -3.2947, -0.1275], [-3.3220, -2.4060, -1.6274], [-3.8951, -3.2796, -0.1951], [-4.7910, -1.0579, 0.6804], [-5.6472, -1.7191, -0.7232], [-4.3243, -0.2156, -2.2287], [-5.2868, 0.6900, -1.0194], [0.3766, 0.5476, -2.1480], [2.5717, 1.1941, -2.5310], [4.7220, 2.1596, -1.7810], [2.9839, 3.1083, 1.9981], [0.8269, 2.1725, 1.2573], [-1.1685, -2.8262, -1.1886], [-0.0853, -1.3621, 1.1235], [0.7889, -1.6378, -0.4051], [-0.0011, -3.8002, 1.6136], [0.8916, -4.0806, 0.1101], [2.3845, -3.9934, 2.1137], [1.8491, -2.3292, 2.4299], [2.9864, -0.4732, 1.1615], [4.9065, -0.4573, -0.8098], [3.6821, -4.3601, -0.2159]], "nbo_charge": [-0.650, 0.686, -0.509, -0.408, -0.226, -0.479, 0.676, -0.593, -0.310, -0.118, -0.116, -0.134, -0.286, 0.411, -0.315, -0.273, -0.173, 0.396, -0.065, -0.039, -0.613, -0.238, -0.406, -0.203, -0.350, -0.110, -0.099, -0.455, 0.156, 0.222, 0.239, 0.243, 0.218, 0.230, 0.236, 0.239, 0.222, 0.238, 0.235, 0.219, 0.401, 0.232, 0.206, 0.218, 0.201, 0.214, 0.213, 0.220, 0.206, 0.193]}



Record 6
{"formula": "CH2Cl4P2", "method": "the ωB97M-V functional and the def2-TZVPD basis", "smiles": "ClP1CP1(Cl)(Cl)Cl", "fmax_ev_per_a": 3.052, "total_energy_ev": -69736.9486, "orbital_gap_ha": 0.274, "de_lowest_kj_mol": 125.0, "total_charge": 0, "elements": ["Cl", "P", "C", "P", "Cl", "Cl", "Cl", "H", "H"], "positions_angstrom": [[-1.5632, 2.7471, 0.2139], [-1.2667, 1.4789, -1.2603], [-0.4723, 0.1135, -0.2728], [-2.2090, -0.3262, -0.0636], [-4.4756, -0.2212, -0.3868], [-2.5182, -0.0573, 1.8527], [-2.1492, -2.2080, -0.6894], [0.2886, -0.5876, -0.7548], [-0.1409, 0.5772, 0.7358]], "nbo_charge": [-0.255, 0.589, -1.153, 1.026, -0.419, -0.164, -0.184, 0.282, 0.277]}